# C5H9NO

A 2-piece molecular cluster, C5H9NO overall (the ωB97M-V functional and the def2-TZVPD basis, the Open Molecules 2025 dataset).

The geometry in XYZ format:
```
16
Properties=species:S:1:pos:R:3:lowdin_charge:R:1
C 1.47150 -1.10762 -0.20287 -0.1075
C 0.15314 -1.01908 0.51100 -0.2064
N 0.92489 1.85425 1.62669 0.1833
C -0.10691 2.17645 1.06931 -0.3860
O -1.10861 2.38003 0.49969 0.1509
C -1.02910 -0.67189 -0.00126 -0.2041
C -1.33441 -0.28518 -1.41955 -0.1029
H 1.41909 -0.74444 -1.23303 0.0593
H 1.83008 -2.14430 -0.23174 0.0728
H 2.22760 -0.51543 0.32598 0.0635
H 0.19143 -1.25549 1.57511 0.0959
H 1.51721 2.47644 2.14874 0.0823
H -1.88274 -0.64906 0.67725 0.0994
H -0.43341 -0.19207 -2.03146 0.0611
H -1.86071 0.67516 -1.44524 0.0644
H -1.98592 -1.02856 -1.89385 0.0742
```

Results
E = -325.8924 Ha
HOMO = -9.01 eV
maximum force = 0.91 eV/A
gap between HOMO and LUMO = 9.8 eV

---

# C39H94AsF6N10O7Pb

C39H94AsF6N10O7Pb as an isolated structure at a distorted geometry (the ωB97M-V functional and the def2-TZVPD basis, the Open Molecules 2025 dataset).

The geometry in XYZ format:
```
158
Properties=species:S:1:pos:R:3:lowdin_charge:R:1
Pb 1.46709 -0.47521 -4.20732 1.7366
As 0.65175 -0.99189 -0.00598 0.9541
F -0.97664 -1.39709 -0.60066 -0.2616
F 1.18244 -2.72598 -0.04929 -0.2525
F 2.31045 -0.50215 0.51305 -0.2665
F 0.14687 0.72648 0.00451 -0.2684
F 0.09351 -1.18122 1.67533 -0.2476
F 1.14665 -0.70799 -1.69078 -0.3471
C -0.92489 5.28560 1.54967 -0.0599
C 0.35993 4.75484 0.83207 -0.2400
N 1.57144 4.81815 1.67324 -0.2046
C 1.53089 3.98576 2.87578 -0.2271
C 1.41886 2.44238 2.67826 -0.0697
C 2.18139 6.13650 1.92530 -0.2533
C 2.23769 7.06449 0.71462 -0.0877
H -1.38837 4.49886 2.14493 0.0626
H -1.68803 5.61648 0.84525 0.0615
H -0.61988 6.10639 2.19881 0.0746
H 0.26021 3.72393 0.49240 0.0723
H 0.52380 5.29094 -0.10273 0.1011
H 2.47336 4.02716 3.42180 0.1127
H 0.76659 4.31248 3.58090 0.1094
H 0.45710 2.21520 2.21840 0.0390
H 2.11689 1.97041 1.98682 0.0579
H 1.39643 1.85487 3.59610 0.0698
H 3.22975 6.00905 2.19511 0.0919
H 1.76568 6.61728 2.81084 0.1127
H 1.23759 7.41399 0.45819 0.0671
H 2.60318 6.58264 -0.19221 0.0680
H 2.86720 7.93552 0.89664 0.0823
C -6.90597 0.76098 -0.52260 -0.0896
C -5.68993 0.73853 0.40838 -0.2621
N -4.85816 1.95393 0.34424 -0.1735
C -5.75169 3.07645 0.60180 -0.2694
C -5.07039 4.46210 0.57127 -0.0813
C -3.78054 2.02956 1.36253 -0.2570
C -2.91453 0.79493 1.39994 -0.0911
H -7.73858 1.24220 -0.00948 0.0760
H -7.11592 -0.28246 -0.75763 0.0706
H -6.77055 1.20696 -1.50792 0.0752
H -6.01222 0.50648 1.42346 0.1251
H -4.99942 -0.04950 0.10788 0.0702
H -6.45745 3.08890 -0.22878 0.0997
H -6.32904 3.01459 1.52425 0.1247
H -5.87670 5.19555 0.56734 0.0749
H -4.51934 4.71477 1.47715 0.0644
H -4.43429 4.62456 -0.29885 0.0631
H -4.07299 2.26482 2.38588 0.1277
H -3.14639 2.83259 0.98692 0.0751
H -2.59231 0.46893 0.41101 0.0523
H -3.39171 -0.09628 1.80755 0.0695
H -2.10504 0.93390 2.11655 0.0744
C -0.53062 -5.66394 -1.01385 -0.0740
C -1.62443 -4.58482 -0.83145 -0.2296
N -3.04524 -5.05400 -0.93949 -0.1518
C -4.07178 -3.96693 -0.83611 -0.2485
C -4.11806 -3.26304 0.51264 -0.0872
C -3.35028 -5.83727 -2.15576 -0.2376
C -2.94273 -5.15477 -3.48494 -0.0828
H -0.60854 -6.13401 -1.99418 0.0530
H -0.57011 -6.46269 -0.27322 0.0794
H 0.47977 -5.25505 -1.01884 0.0456
H -1.50543 -4.14314 0.15792 0.1024
H -1.40304 -3.82526 -1.58122 0.0834
H -3.87476 -3.25134 -1.63438 0.0761
H -5.11380 -4.28570 -0.86217 0.1166
H -3.17554 -2.73776 0.66703 0.0453
H -4.80594 -2.41751 0.51802 0.0577
H -4.24706 -3.96571 1.33586 0.0880
H -4.37326 -6.21334 -2.16931 0.1143
H -2.77775 -6.76283 -2.09534 0.0968
H -3.57387 -4.28867 -3.68401 0.0544
H -3.06962 -5.87248 -4.29543 0.0745
H -1.94163 -4.72554 -3.52571 0.0407
C 1.40882 -4.93377 -4.78269 0.0290
C 2.07508 -4.11045 -3.74487 -0.5356
O 1.95401 -2.89361 -3.75531 -0.1449
N 2.77121 -4.74521 -2.79148 0.0662
C 3.42393 -4.03233 -1.66681 -0.0476
H 1.48330 -4.37764 -5.71718 0.0956
H 0.34646 -4.97511 -4.54231 0.0845
H 1.81829 -5.94066 -4.86401 0.0928
H 2.91541 -5.74437 -2.75975 0.1501
H 3.14920 -2.99248 -1.48979 0.0466
H 4.48827 -4.04432 -1.90164 0.0878
H 3.32363 -4.47145 -0.67422 0.0805
C 5.68804 -2.49860 3.78962 0.0062
C 4.59064 -3.36470 4.38383 -0.5922
O 4.77218 -3.88525 5.49184 0.0104
N 3.51924 -3.70539 3.76685 0.0368
C 3.07916 -3.16569 2.45384 -0.0585
H 6.65352 -2.61417 4.28215 0.0884
H 5.40434 -1.44629 3.80512 0.0857
H 5.85033 -2.83070 2.76420 0.0509
H 2.92897 -4.34773 4.27585 0.1542
H 2.73799 -2.13157 2.50174 0.0673
H 2.24251 -3.76791 2.09967 0.0761
H 3.81423 -3.28075 1.65727 0.0620
C 5.58191 5.11374 0.29479 0.0152
C 4.99055 3.96145 -0.50359 -0.5685
O 5.69417 3.38252 -1.28607 0.0458
N 3.66326 3.75353 -0.32939 0.0389
C 2.91393 2.64834 -0.90711 -0.0659
H 4.79017 5.57081 0.88838 0.0454
H 5.95021 5.81744 -0.45170 0.0884
H 6.48274 4.85046 0.84910 0.0876
H 3.11333 4.23622 0.36681 0.0780
H 1.84030 2.77270 -0.76579 0.0617
H 3.28599 1.68441 -0.55997 0.0662
H 2.99300 2.54196 -1.98902 0.0761
C 5.91656 -0.16911 -2.94295 0.0226
C 4.65334 -0.50521 -2.20685 -0.5019
O 3.55716 -0.29922 -2.75669 -0.1763
N 4.79150 -0.98061 -0.94790 0.0511
C 6.02465 -1.18404 -0.16774 -0.0295
H 6.42621 0.63033 -2.40513 0.0920
H 5.78582 0.22241 -3.95177 0.0937
H 6.53661 -1.06432 -2.89558 0.0874
H 3.92256 -1.08033 -0.44283 0.0908
H 6.75125 -1.76642 -0.73431 0.0857
H 5.87002 -1.66453 0.79834 0.0646
H 6.49599 -0.22176 0.03215 0.0931
C -0.98312 3.57242 -4.28086 0.0285
C -0.65047 2.37166 -3.38281 -0.4841
O 0.11117 1.51116 -3.80314 -0.1913
N -1.18097 2.29911 -2.13966 0.0600
C -2.12694 3.19372 -1.59087 -0.0609
H -0.78948 4.43629 -3.64499 0.0866
H -2.04238 3.53925 -4.53575 0.0940
H -0.30270 3.61850 -5.13115 0.0919
H -0.89668 1.50112 -1.58967 0.1085
H -1.63886 3.69138 -0.75289 0.0699
H -2.93662 2.61083 -1.15183 0.0683
H -2.47553 3.98325 -2.25663 0.0969
C -2.76249 -1.29633 -5.40978 0.0205
C -2.04303 -1.30663 -4.05267 -0.5081
O -0.86226 -1.64268 -4.04832 -0.1358
N -2.66487 -0.99683 -2.90374 0.0664
C -4.00591 -0.53101 -2.71199 -0.0565
H -2.30406 -1.95818 -6.14456 0.0872
H -2.69571 -0.27714 -5.79044 0.0895
H -3.79824 -1.63527 -5.43089 0.0801
H -2.08495 -1.07166 -2.08021 0.0993
H -4.05395 0.36355 -2.09106 0.0749
H -4.65071 -1.26014 -2.22137 0.0763
H -4.55127 -0.35491 -3.63918 0.0913
C -0.40529 -0.45435 8.64297 -0.0078
C -0.70297 -1.37373 7.46300 -0.5428
O -1.15340 -2.51704 7.68115 0.0113
N -0.39980 -0.96934 6.23360 0.0033
C -0.53414 -1.69942 4.97632 -0.0625
H -0.67701 -0.82012 9.63316 0.0830
H -0.91152 0.50949 8.58952 0.0736
H 0.67433 -0.30765 8.61139 0.0794
H -0.01461 -0.03931 6.15128 0.1294
H -0.24151 -2.74060 5.11204 0.0862
H 0.16301 -1.29455 4.24273 0.0560
H -1.49910 -1.62995 4.47418 0.0799
```

Results
charge = +1
E = -5644.4496 Ha
HOMO = -10.10 eV
maximum force = 5.33 eV/A
gap between HOMO and LUMO = 6.8 eV

---

Question: HOMO of number 1 (C5H9NO)?
Answer: -9.01 eV

---

Question: Among the records above, which one has the lowest gap between HOMO and LUMO?
Answer: C39H94AsF6N10O7Pb